# 1
{"formula": "C35H37BeBrP2", "method": "ωB97M-V with the def2-TZVPD basis set", "elements": ["Be", "C", "C", "C", "C", "C", "C", "C", "C", "C", "H", "H", "H", "H", "H", "H", "H", "H", "H", "H", "H", "H", "H", "H", "H", "P", "P", "C", "C", "C", "C", "C", "C", "C", "C", "C", "C", "C", "C", "C", "C", "C", "C", "C", "C", "C", "C", "C", "C", "C", "C", "C", "C", "H", "H", "H", "H", "H", "H", "H", "H", "H", "H", "H", "H", "H", "H", "H", "H", "H", "H", "H", "H", "H", "H", "Br"], "xyz": [[-0.57, 0.83, -5.10], [-2.03, 1.03, -5.93], [-1.92, -0.32, -5.62], [-1.28, -1.41, -6.42], [0.09, -0.91, -6.96], [0.78, 0.00, -5.97], [0.83, 1.38, -5.90], [0.02, 2.30, -6.74], [-1.39, 1.77, -7.07], [1.07, 0.03, -0.40], [-2.87, 1.56, -5.48], [-2.74, -0.70, -4.99], [-1.94, -1.78, -7.23], [-1.11, -2.28, -5.77], [0.69, -1.82, -7.17], [-0.01, -0.44, -7.95], [1.57, -0.52, -5.43], [1.56, 1.83, -5.22], [0.60, 2.47, -7.65], [-0.08, 3.23, -6.18], [-2.01, 2.67, -7.27], [-1.34, 1.21, -8.03], [1.41, 0.77, 0.33], [1.00, -0.97, 0.06], [0.08, 0.33, -0.78], [-1.77, -0.58, -2.95], [2.17, 0.01, -1.77], [-0.08, -1.25, -3.07], [1.21, -0.74, -3.09], [-2.57, -2.04, -2.30], [-2.77, -3.22, -3.02], [-3.41, -4.30, -2.41], [-3.81, -4.22, -1.08], [-3.54, -3.07, -0.32], [-2.92, -1.99, -0.93], [-3.16, 0.66, -2.78], [-2.93, 2.04, -2.89], [-3.93, 2.99, -2.99], [-5.26, 2.57, -2.99], [-5.55, 1.20, -2.83], [-4.52, 0.27, -2.67], [3.59, -1.03, -1.53], [3.40, -2.42, -1.42], [4.50, -3.26, -1.22], [5.79, -2.70, -1.17], [5.97, -1.32, -1.32], [4.87, -0.48, -1.50], [2.77, 1.63, -2.29], [2.68, 2.71, -1.39], [3.00, 3.99, -1.81], [3.53, 4.22, -3.08], [3.72, 3.14, -3.94], [3.36, 1.85, -3.55], [-0.08, -2.36, -3.19], [1.88, -1.24, -3.82], [-2.43, -3.30, -4.05], [-3.58, -5.21, -2.97], [-4.31, -5.06, -0.61], [-3.80, -3.03, 0.73], [-2.68, -1.09, -0.38], [-1.91, 2.44, -2.94], [-3.65, 4.03, -3.09], [-6.06, 3.30, -3.11], [-6.57, 0.86, -2.83], [-4.76, -0.78, -2.46], [2.38, -2.83, -1.52], [4.34, -4.34, -1.12], [6.65, -3.36, -1.02], [6.98, -0.90, -1.29], [5.01, 0.59, -1.63], [2.33, 2.49, -0.36], [2.88, 4.84, -1.12], [3.82, 5.24, -3.39], [4.16, 3.33, -4.92], [3.52, 1.00, -4.23], [0.02, 2.26, -3.41]], "e_homo_ha": [-0.1608, -0.1615], "homo_lumo_gap_ev": [4.56, 4.44], "charge": 0, "relative_energy_ev": 6.7452}


# 2
{"formula": "C11H16NOP", "method": "ωB97M-V with the def2-TZVPD basis set", "elements": ["H", "P", "N", "C", "C", "C", "C", "C", "C", "C", "C", "C", "O", "C", "C", "H", "H", "H", "H", "H", "H", "H", "H", "H", "H", "H", "H", "H", "H", "H"], "xyz": [[-2.77, -1.49, 0.53], [-2.15, -0.25, 1.20], [-1.07, -1.01, 2.03], [-0.04, -0.56, 2.79], [-0.16, 0.83, 3.36], [1.29, -0.74, 1.92], [1.44, -0.02, 0.59], [0.56, -0.76, -0.43], [0.11, -0.32, -1.64], [-0.65, -1.30, -2.41], [-1.29, -1.00, -3.51], [-1.27, 0.34, -4.00], [-1.86, 0.65, -5.23], [-0.46, 1.30, -3.47], [0.32, 1.04, -2.17], [0.04, -1.19, 3.73], [0.81, 1.19, 3.88], [-0.99, 0.74, 4.06], [-0.25, 1.46, 2.43], [1.22, -1.79, 1.70], [2.17, -0.63, 2.60], [1.32, 1.12, 0.51], [2.50, -0.24, 0.23], [0.34, -1.78, -0.21], [-0.58, -2.35, -2.04], [-1.89, -1.74, -4.11], [-1.89, 1.67, -5.19], [-0.44, 2.40, -3.65], [1.48, 1.27, -2.20], [-0.06, 1.81, -1.36]], "e_homo_ha": -0.2760, "homo_lumo_gap_ev": 7.36, "charge": 0, "smiles": "[H]/P=N/[C@H](C)CC/C=C1/C=CC(O)=CC1", "relative_energy_ev": 4.2800}


# 3
{"formula": "C24H29ClFeN2OPS", "method": "ωB97M-V with the def2-TZVPD basis set", "elements": ["Fe", "Cl", "C", "O", "P", "C", "C", "C", "C", "C", "C", "C", "C", "H", "H", "H", "H", "H", "C", "C", "C", "C", "C", "H", "H", "H", "H", "H", "C", "C", "C", "C", "C", "H", "H", "H", "H", "H", "H", "H", "C", "C", "N", "C", "S", "N", "C", "C", "H", "H", "H", "H", "H", "H", "H", "H", "H", "H", "H", "H"], "xyz": [[-0.78, -1.14, 0.06], [0.72, -2.68, 0.20], [-0.56, 1.08, 0.34], [-0.35, 2.23, 0.34], [0.03, 0.03, -2.01], [-1.49, -0.26, -2.96], [0.52, 1.66, -2.70], [1.30, -1.08, -2.74], [1.75, 1.85, -3.37], [2.05, 3.10, -3.92], [1.15, 4.15, -3.79], [-0.08, 3.96, -3.15], [-0.40, 2.72, -2.62], [2.44, 1.01, -3.49], [2.99, 3.22, -4.46], [1.40, 5.13, -4.19], [-0.80, 4.78, -3.07], [-1.39, 2.55, -2.18], [-2.46, -1.02, -2.32], [-3.64, -1.35, -2.98], [-3.88, -0.85, -4.27], [-2.93, -0.03, -4.90], [-1.73, 0.26, -4.24], [-2.28, -1.36, -1.27], [-4.37, -2.00, -2.49], [-4.81, -1.10, -4.77], [-3.13, 0.39, -5.89], [-1.00, 0.91, -4.73], [1.08, -1.79, -3.92], [2.09, -2.62, -4.42], [3.29, -2.76, -3.72], [3.50, -2.05, -2.53], [2.52, -1.20, -2.05], [0.14, -1.68, -4.45], [1.92, -3.16, -5.35], [4.07, -3.43, -4.10], [4.43, -2.16, -1.97], [2.67, -0.65, -1.12], [-2.26, -1.79, 0.50], [-1.72, -2.45, 0.22], [0.87, 2.12, 6.89], [-0.12, 1.50, 5.93], [0.55, 1.03, 4.69], [0.08, 0.03, 3.90], [0.50, 0.05, 2.26], [-0.56, -1.00, 4.52], [0.08, -1.62, 5.74], [-0.99, -2.14, 6.68], [1.71, 1.45, 7.11], [0.35, 2.35, 7.83], [1.27, 3.07, 6.52], [-0.63, 0.64, 6.37], [-0.88, 2.25, 5.64], [1.02, 1.75, 4.16], [-0.89, -1.71, 3.87], [0.71, -2.46, 5.38], [0.73, -0.89, 6.23], [-1.45, -3.05, 6.28], [-0.55, -2.41, 7.65], [-1.78, -1.39, 6.85]], "multiplicity": 6, "e_homo_ha": [-0.5155, -0.5187], "homo_lumo_gap_ev": [7.60, 3.94], "charge": 2, "s2": 8.79}


# 4
{"formula": "C36H96As2F12N6O12", "method": "ωB97M-V with the def2-TZVPD basis set", "elements": ["C", "O", "C", "C", "N", "H", "H", "C", "C", "O", "C", "H", "H", "H", "H", "H", "H", "H", "H", "H", "H", "H", "H", "H", "H", "C", "O", "C", "C", "N", "H", "H", "C", "C", "O", "C", "H", "H", "H", "H", "H", "H", "H", "H", "H", "H", "H", "H", "H", "H", "C", "O", "C", "C", "N", "H", "H", "C", "C", "O", "C", "H", "H", "H", "H", "H", "H", "H", "H", "H", "H", "H", "H", "H", "H", "C", "O", "C", "C", "N", "H", "H", "C", "C", "O", "C", "H", "H", "H", "H", "H", "H", "H", "H", "H", "H", "H", "H", "H", "H", "C", "O", "C", "C", "N", "H", "H", "C", "C", "O", "C", "H", "H", "H", "H", "H", "H", "H", "H", "H", "H", "H", "H", "H", "H", "C", "O", "C", "C", "N", "H", "H", "C", "C", "O", "C", "H", "H", "H", "H", "H", "H", "H", "H", "H", "H", "H", "H", "H", "H", "As", "F", "F", "F", "F", "F", "F", "As", "F", "F", "F", "F", "F", "F"], "xyz": [[1.12, -4.25, 10.41], [0.74, -5.56, 10.06], [1.05, -6.48, 11.09], [0.60, -7.90, 10.82], [1.54, -8.63, 9.79], [1.45, -8.10, 8.86], [2.46, -8.44, 10.09], [1.32, -10.13, 9.81], [1.82, -11.09, 8.78], [3.32, -11.08, 9.01], [4.05, -11.47, 8.14], [1.14, -3.61, 9.40], [1.73, -4.25, 11.21], [0.24, -3.77, 10.89], [0.48, -5.92, 11.85], [2.08, -6.49, 11.22], [-0.42, -8.16, 10.66], [0.97, -8.30, 11.78], [0.21, -10.22, 9.81], [1.57, -10.43, 10.82], [1.44, -11.06, 7.78], [1.54, -12.04, 9.24], [-3.04, -16.19, -5.80], [3.79, -12.25, 7.40], [5.10, -11.47, 8.28], [-2.12, 4.56, -7.48], [-1.84, 4.01, -6.09], [-2.58, 2.88, -5.66], [-2.27, 2.53, -4.20], [-0.80, 2.14, -3.99], [-0.35, 2.75, -4.72], [-0.54, 2.43, -3.04], [-0.41, 0.76, -4.31], [1.06, 0.80, -4.56], [1.21, 1.89, -5.53], [2.54, 2.39, -5.57], [-1.70, 5.59, -7.50], [-3.15, 4.53, -7.70], [-1.63, 4.02, -8.31], [-2.43, 2.07, -6.38], [-3.64, 3.12, -5.69], [-2.91, 1.79, -3.86], [-2.49, 3.43, -3.66], [-0.91, 0.33, -5.15], [-0.68, 0.05, -3.52], [1.42, -0.12, -4.98], [1.57, 1.03, -3.64], [2.89, 2.71, -4.55], [2.59, 3.24, -6.32], [3.17, 1.60, -5.95], [-3.01, -9.12, -6.93], [-2.98, -7.85, -6.15], [-2.66, -6.69, -6.87], [-2.55, -5.63, -5.86], [-1.46, -6.07, -4.93], [-1.86, -6.83, -4.34], [-0.72, -6.57, -5.39], [-0.91, -5.00, -4.15], [-0.23, -4.00, -5.11], [0.38, -4.66, -6.13], [1.04, -3.66, -6.98], [-2.52, -8.87, -7.83], [-4.02, -9.44, -7.09], [-2.32, -9.78, -6.38], [-3.40, -6.38, -7.65], [-1.72, -6.69, -7.40], [-3.44, -5.38, -5.31], [-2.18, -4.75, -6.34], [-0.15, -5.38, -3.45], [-1.63, -4.45, -3.55], [0.52, -3.53, -4.52], [-0.88, -3.26, -5.64], [1.72, -4.19, -7.61], [1.54, -2.87, -6.39], [0.26, -3.20, -7.64], [-11.11, 0.26, 1.27], [-9.86, -0.31, 0.85], [-9.59, -1.61, 1.25], [-8.31, -1.98, 0.60], [-7.17, -1.10, 1.04], [-7.47, -0.14, 0.90], [-7.10, -1.28, 2.02], [-5.90, -1.33, 0.27], [-4.81, -0.50, 0.85], [-5.21, 0.86, 1.05], [-4.12, 1.65, 1.40], [-11.94, -0.39, 1.09], [-11.17, 1.21, 0.81], [-11.04, 0.43, 2.38], [-10.37, -2.31, 0.97], [-9.42, -1.70, 2.32], [-8.27, -1.89, -0.45], [-7.95, -3.04, 0.85], [-6.16, -0.98, -0.71], [-5.59, -2.36, 0.34], [-3.99, -0.58, 0.19], [-4.45, -1.02, 1.73], [-3.28, 1.65, 0.60], [-3.66, 1.26, 2.30], [-4.51, 2.66, 1.49], [11.78, 1.52, 3.70], [10.36, 1.55, 3.55], [9.90, 2.81, 2.94], [8.41, 2.88, 3.27], [7.63, 1.59, 2.81], [7.77, 1.55, 1.77], [8.18, 0.81, 3.24], [6.14, 1.57, 3.09], [5.39, 1.54, 1.76], [5.84, 2.64, 0.99], [5.48, 2.57, -0.38], [12.02, 0.70, 4.31], [12.07, 2.44, 4.27], [12.26, 1.51, 2.72], [10.11, 2.76, 1.85], [10.47, 3.79, 3.21], [7.87, 3.71, 2.86], [8.36, 2.91, 4.36], [5.93, 2.38, 3.70], [5.88, 0.63, 3.56], [4.36, 1.63, 2.14], [5.42, 0.58, 1.13], [6.26, 3.06, -0.98], [4.56, 3.13, -0.54], [5.26, 1.60, -0.73], [-0.12, 12.17, -3.23], [0.42, 11.41, -2.16], [0.57, 12.28, -0.94], [1.53, 11.51, -0.08], [0.94, 10.16, -0.07], [0.11, 10.18, 0.50], [0.66, 9.89, -1.06], [1.79, 9.08, 0.55], [0.91, 7.87, 0.90], [-0.25, 8.41, 1.45], [-1.19, 7.49, 2.02], [-0.51, 11.50, -4.00], [0.60, 12.86, -3.71], [-1.04, 12.79, -2.97], [-0.43, 12.32, -0.50], [0.98, 13.23, -1.18], [1.53, 11.94, 0.93], [2.51, 11.32, -0.54], [2.21, 9.50, 1.50], [2.47, 8.77, -0.21], [1.51, 7.15, 1.55], [0.79, 7.34, -0.01], [-1.37, 6.64, 1.38], [-2.13, 8.06, 2.14], [-0.80, 7.15, 3.02], [-3.30, -2.05, -3.23], [-1.57, -2.33, -2.95], [-2.97, -0.34, -2.73], [-4.98, -1.53, -3.45], [-3.69, -3.66, -3.68], [-3.59, -2.49, -1.62], [-2.99, -1.66, -4.89], [1.04, 3.54, -0.85], [2.41, 4.32, -0.26], [0.61, 5.02, -1.63], [-0.39, 2.71, -1.49], [1.50, 2.01, -0.12], [0.07, 3.91, 0.57], [1.81, 3.20, -2.35]], "e_homo_ha": -0.3336, "homo_lumo_gap_ev": 0.88, "charge": 4, "relative_energy_ev": 7.3111}


# 5
{"formula": "C3H8NO", "method": "ωB97M-V with the def2-TZVPD basis set", "elements": ["C", "N", "C", "C", "O", "H", "H", "H", "H", "H", "H", "H", "H"], "xyz": [[0.65, 0.39, -0.26], [1.96, -0.07, -1.08], [-0.25, -0.88, -0.43], [-0.45, -0.31, 0.93], [-1.47, 0.52, 1.19], [1.69, -0.06, 0.15], [-3.03, 1.28, -1.29], [0.27, 1.29, -0.72], [2.68, 0.67, -0.97], [0.37, -1.76, -0.42], [-0.97, -0.91, -1.28], [-2.64, 1.29, -0.66], [0.13, -0.80, 1.76]], "e_homo_ha": -0.0948, "homo_lumo_gap_ev": 7.33, "charge": -1, "relative_energy_ev": 5.0614}


# 6
{"formula": "C3H7O2", "method": "ωB97M-V with the def2-TZVPD basis set", "elements": ["O", "C", "C", "C", "O", "H", "H", "H", "H", "H", "H", "H"], "xyz": [[-0.03, -1.35, 0.87], [0.93, -1.02, 0.07], [0.30, -0.11, -1.15], [0.02, 1.11, -0.25], [-1.27, 1.23, 0.51], [1.74, -0.38, 0.56], [1.46, -1.88, -0.51], [-0.65, -0.55, -1.33], [1.00, 0.14, -2.06], [0.77, 1.27, 0.54], [-0.20, 2.14, -0.83], [-1.21, 0.26, 0.61]], "e_homo_ha": -0.1028, "homo_lumo_gap_ev": 7.39, "charge": -1, "smiles": "[O-]CCCO", "relative_energy_ev": 3.2920}


# 7
{"formula": "C27H26FN4O3SZr", "method": "ωB97M-V with the def2-TZVPD basis set", "elements": ["Zr", "C", "C", "C", "C", "C", "C", "C", "C", "C", "S", "C", "N", "H", "H", "H", "H", "H", "H", "H", "H", "F", "C", "C", "C", "C", "O", "C", "C", "N", "C", "C", "C", "C", "C", "C", "N", "C", "C", "N", "C", "C", "C", "O", "O", "H", "H", "H", "H", "H", "H", "H", "H", "H", "H", "H", "H", "H", "H", "H", "H", "H", "H"], "xyz": [[-0.36, 0.52, -0.24], [-1.79, 3.12, 0.70], [-0.34, 3.45, 0.48], [0.17, 4.72, 0.70], [1.53, 4.94, 0.56], [2.38, 3.90, 0.16], [3.78, 4.07, 0.02], [4.54, 3.04, -0.45], [3.94, 1.82, -0.83], [2.59, 1.62, -0.69], [1.86, 0.08, -1.19], [1.79, 2.65, -0.16], [0.44, 2.44, 0.05], [-2.31, 3.93, 1.20], [-1.89, 2.23, 1.33], [-2.28, 2.96, -0.26], [-0.48, 5.53, 1.01], [1.95, 5.92, 0.75], [4.22, 5.02, 0.28], [5.61, 3.16, -0.56], [4.55, 1.03, -1.24], [-7.22, 2.14, -1.00], [-6.64, 0.98, -0.65], [-5.28, 0.89, -0.67], [-4.65, -0.33, -0.37], [-3.24, -0.45, -0.32], [-2.41, 0.49, -0.70], [-2.74, -1.67, 0.21], [-3.55, -2.76, 0.38], [-4.86, -2.68, 0.16], [-5.64, -3.92, 0.18], [-5.17, -5.05, -0.70], [-6.41, -4.28, -1.06], [-5.46, -1.46, -0.10], [-6.85, -1.33, -0.07], [-7.48, -0.12, -0.31], [-8.84, 0.03, -0.27], [-9.51, 1.20, 0.29], [-10.54, 1.75, -0.70], [-11.51, 0.66, -1.03], [-10.83, -0.57, -1.55], [-9.77, -1.05, -0.54], [-1.26, -1.50, 0.33], [-0.58, -1.56, -0.72], [-0.84, -0.72, 1.27], [-4.69, 1.75, -0.95], [-3.16, -3.73, 0.68], [-6.05, -4.16, 1.15], [-5.28, -6.05, -0.32], [-4.29, -4.89, -1.31], [-7.37, -4.76, -0.94], [-6.34, -3.61, -1.90], [-7.45, -2.19, 0.20], [-8.81, 1.98, 0.55], [-10.02, 0.91, 1.21], [-10.05, 2.07, -1.62], [-11.08, 2.59, -0.27], [-12.18, 1.00, -1.73], [-12.06, 0.43, -0.20], [-10.35, -0.31, -2.49], [-11.57, -1.34, -1.72], [-9.26, -1.89, -0.99], [-10.26, -1.39, 0.38]], "e_homo_ha": -0.5638, "homo_lumo_gap_ev": 6.49, "charge": 3}


# 8
{"formula": "C2H4LiMgO2", "method": "ωB97M-V with the def2-TZVPD basis set", "elements": ["O", "H", "C", "C", "O", "H", "H", "H", "Mg", "Li"], "xyz": [[2.11, -0.03, 1.64], [2.86, -0.42, 2.09], [0.15, -0.28, -1.45], [-0.90, 0.29, -0.83], [-1.17, 0.22, 0.47], [0.79, -1.01, -0.93], [0.30, -0.13, -2.52], [-1.74, 0.63, -1.46], [-2.76, 0.92, 1.48], [0.37, -0.20, 1.51]], "e_homo_ha": -0.0874, "homo_lumo_gap_ev": 5.39, "charge": -1, "relative_energy_ev": 0.1862}